Record 1
The following is a quantum chemistry calculation of a structure of composition C48H38F10I2KN9O7S2, from the Open Molecules 2025 dataset.

```
117
Properties=species:S:1:pos:R:3
K -1.248 0.868 -1.630
F 2.074 -0.343 4.425
C 2.797 0.213 3.422
C 2.150 0.483 2.258
C 2.910 0.705 1.064
C 2.260 0.970 -0.208
O 0.997 1.183 -0.205
C 3.129 0.966 -1.360
C 4.498 1.037 -1.217
N 5.144 0.850 -0.031
C 6.545 0.498 -0.096
C 7.646 1.430 0.300
C 7.378 1.185 -1.142
C 4.375 0.682 1.138
C 4.975 0.478 2.403
C 4.212 0.326 3.620
N 4.878 0.284 4.825
C 4.564 -0.732 5.879
C 4.514 0.026 7.248
N 5.707 0.896 7.529
C 5.985 1.802 6.356
C 6.109 1.016 5.066
C 2.579 1.015 -2.770
O 3.350 1.418 -3.666
O 1.408 0.521 -2.913
H 1.088 0.568 2.265
H 5.068 1.277 -2.140
H 6.851 -0.536 0.038
H 8.578 0.997 0.649
H 7.418 2.399 0.762
H 8.077 0.497 -1.618
H 6.845 1.979 -1.659
H 6.057 0.455 2.474
H 5.295 -1.568 5.838
H 3.522 -1.155 5.709
H 4.371 -0.690 8.042
H 3.640 0.722 7.258
H 6.549 0.370 7.720
H 5.540 1.524 8.310
H 6.933 2.329 6.543
H 5.145 2.505 6.317
H 7.020 0.407 5.124
H 6.231 1.701 4.236
C -4.808 -2.097 4.087
C -4.456 -0.951 3.339
C -3.483 -1.022 2.386
C -3.018 -2.286 1.961
C -3.468 -3.484 2.566
C -4.210 -3.340 3.742
N -1.929 -2.262 1.129
N -1.541 -3.426 0.728
C -0.550 -3.406 -0.219
C 0.027 -4.666 -0.451
C 1.104 -4.677 -1.272
C 1.441 -3.477 -2.005
C 0.792 -2.322 -1.646
N -0.125 -2.266 -0.693
H -5.468 -2.045 5.004
H -4.930 0.015 3.547
H -3.163 -0.148 1.892
H -3.064 -4.413 2.169
H -4.327 -4.226 4.399
H -0.363 -5.534 0.094
H 1.704 -5.578 -1.380
H 2.248 -3.511 -2.741
H 1.089 -1.319 -2.027
I -7.114 0.784 -1.418
C -6.003 2.036 -0.210
C -6.684 3.096 0.424
C -5.991 4.110 1.109
I -7.003 5.327 2.451
C -4.518 4.111 1.055
C -3.713 5.129 1.624
C -2.378 4.953 1.646
C -1.790 3.901 0.909
N -2.515 2.912 0.401
C -3.851 2.997 0.432
C -4.545 1.865 -0.101
O -4.065 0.758 -0.493
H -7.752 3.168 0.369
H -4.256 6.035 1.917
H -1.731 5.634 2.205
H -0.697 3.803 0.866
F -3.048 5.375 -1.852
C -3.701 4.702 -2.817
F -4.116 5.594 -3.759
F -4.831 4.307 -2.180
C -2.856 3.601 -3.553
O -1.919 3.173 -2.733
C -1.999 4.206 -4.722
F -1.515 5.407 -4.396
F -2.747 4.308 -5.864
F -0.920 3.430 -5.045
C -3.770 2.458 -4.122
F -4.742 2.966 -4.885
F -3.184 1.480 -4.878
F -4.462 1.882 -3.110
N 0.946 4.157 -1.417
H 1.253 3.189 -1.506
H 1.326 4.581 -2.242
H -0.060 4.157 -1.595
O -3.894 -4.104 -7.701
S -4.436 -4.633 -6.478
O -5.791 -5.120 -6.467
N -4.306 -3.572 -5.148
C -3.377 -4.004 -4.299
S -2.811 -3.213 -2.886
C -2.838 -5.329 -4.676
C -1.929 -6.126 -3.894
C -1.634 -7.392 -4.355
C -2.260 -7.935 -5.481
C -3.108 -7.177 -6.230
C -3.355 -5.873 -5.834
H -1.516 -5.683 -2.991
H -0.856 -7.995 -3.943
H -2.023 -8.976 -5.755
H -3.576 -7.577 -7.142
```

Computed properties:
HOMO energy (hartree): -0.0466
Total charge: -2
E_tot (Eh): -5861.67006
Orbital gap (eV): 1.1660

Record 2
The following is a quantum chemistry calculation of a structure of composition C48H39BrN4O2OsSTe, from the Open Molecules 2025 dataset.

```
97
Properties=species:S:1:pos:R:3
Os 16.997 11.496 12.264
Br 15.318 19.086 11.634
C 15.522 17.213 11.465
C 15.612 16.652 10.176
C 15.768 15.303 10.029
C 15.822 14.424 11.147
O 15.941 13.159 10.951
C 15.707 15.007 12.457
C 15.705 14.226 13.634
N 15.702 12.903 13.677
C 15.468 12.281 14.885
C 14.815 12.867 15.971
C 14.699 12.198 17.186
C 15.198 10.924 17.344
C 15.764 10.245 16.245
C 16.188 8.906 16.317
C 16.642 8.292 15.167
C 16.681 8.994 13.971
N 16.336 10.289 13.880
C 15.872 10.922 15.003
C 15.580 16.405 12.583
H 15.546 17.318 9.309
H 15.827 14.852 9.030
H 15.724 14.776 14.586
H 14.389 13.873 15.862
H 14.213 12.704 18.035
H 15.126 10.407 18.308
H 16.135 8.366 17.273
H 16.969 7.240 15.178
H 16.989 8.515 13.043
H 15.506 16.857 13.575
S 21.127 12.529 13.843
C 20.118 12.426 15.224
C 18.812 12.185 14.935
C 18.557 12.059 13.529
C 19.748 12.231 12.834
C 19.725 12.234 11.400
C 20.815 12.543 10.595
C 20.639 12.603 9.200
C 19.420 12.345 8.660
C 18.237 12.012 9.504
N 18.486 11.973 10.910
H 20.558 12.563 16.216
H 18.032 12.118 15.701
H 21.796 12.735 11.051
H 21.505 12.867 8.555
H 19.251 12.366 7.578
H 17.432 12.741 9.315
C 8.034 8.331 14.698
C 9.318 8.769 14.071
C 10.492 8.831 14.805
C 11.691 9.231 14.231
C 12.926 9.283 15.073
C 11.722 9.600 12.876
Te 13.606 10.167 11.958
N 16.244 10.351 10.788
C 16.697 10.105 9.614
O 17.731 10.751 9.010
C 16.176 9.060 8.711
C 14.872 8.590 8.783
C 14.418 7.628 7.891
C 15.270 7.115 6.925
C 16.574 7.581 6.846
C 17.028 8.546 7.728
C 12.963 12.160 11.602
C 12.483 12.855 12.707
C 12.166 14.193 12.597
C 12.312 14.839 11.376
C 12.763 14.137 10.276
C 13.102 12.791 10.366
C 13.632 12.058 9.175
C 10.551 9.517 12.115
C 10.516 9.831 10.658
C 9.368 9.112 12.728
H 8.155 8.181 15.784
H 7.686 7.372 14.247
H 7.237 9.084 14.533
H 10.493 8.551 15.868
H 12.703 8.935 16.103
H 13.311 10.319 15.140
H 13.728 8.638 14.652
H 14.201 8.983 9.564
H 13.381 7.272 7.949
H 14.916 6.349 6.228
H 17.257 7.178 6.084
H 18.064 8.908 7.662
H 12.367 12.326 13.664
H 11.808 14.740 13.482
H 12.072 15.904 11.286
H 12.887 14.635 9.303
H 13.621 12.709 8.275
H 13.025 11.155 8.952
H 14.671 11.733 9.362
H 11.510 9.730 10.189
H 10.158 10.873 10.475
H 9.818 9.139 10.134
H 8.459 9.043 12.117
```

Computed properties:
HOMO energy (spin up / spin down) (hartree): -0.3453 / -0.3445
Total charge: +1
E_tot (Eh): -5552.58429
Spin multiplicity: 6
Orbital gap (spin up / spin down) (eV): 6.0680 / 3.7365
Energy above the lowest of the compared OMol25 structures with the same formula, charge and spin (kcal/mol): 0.00

Record 3
The following is a quantum chemistry calculation of a structure of composition C48H39CuFN3O5P2S, from the Open Molecules 2025 dataset.

```
100
Properties=species:S:1:pos:R:3
Cu -0.392 -1.440 0.599
O 2.517 2.817 -0.867
C 3.522 2.320 -0.068
C 4.532 3.131 0.434
C 5.564 2.566 1.168
C 5.589 1.198 1.402
C 4.550 0.413 0.925
C 3.491 0.956 0.201
P 2.033 -0.083 -0.291
C 2.139 -1.316 1.055
C 1.889 -0.748 2.427
C 2.303 -1.649 3.533
C 2.704 -2.924 3.327
C 2.830 -3.439 2.007
C 2.574 -2.621 0.910
C 2.720 -0.963 -1.756
C 1.929 -1.943 -2.364
C 2.342 -2.568 -3.530
C 3.547 -2.216 -4.127
C 4.327 -1.227 -3.549
C 3.918 -0.607 -2.373
C 2.166 4.144 -0.737
C 2.910 5.131 -1.366
C 2.528 6.457 -1.235
C 1.403 6.781 -0.484
C 0.648 5.774 0.101
C 1.009 4.434 -0.024
P 0.016 2.957 0.516
C -1.096 3.682 1.779
C -2.469 3.468 1.819
C -3.226 3.913 2.897
C -2.620 4.576 3.952
C -1.244 4.776 3.936
C -0.491 4.323 2.866
C -1.041 2.941 -1.002
C -0.841 1.901 -1.902
C -1.502 1.884 -3.125
C -2.392 2.895 -3.449
C -2.610 3.935 -2.550
C -1.930 3.963 -1.344
H 4.519 4.199 0.260
H 6.350 3.203 1.555
H 6.395 0.750 1.970
H 4.534 -0.649 1.142
H 2.336 0.242 2.543
H 2.197 -1.252 4.536
H 2.927 -3.569 4.169
H 3.182 -4.453 1.860
H 2.726 -3.023 -0.084
H 0.981 -2.213 -1.910
H 1.714 -3.325 -3.987
H 3.867 -2.702 -5.041
H 5.264 -0.936 -4.010
H 4.548 0.156 -1.932
H 3.779 4.853 -1.950
H 3.109 7.234 -1.716
H 1.102 7.815 -0.372
H -0.244 6.030 0.661
H -2.958 2.936 1.011
H -4.294 3.731 2.912
H -3.211 4.920 4.792
H -0.758 5.275 4.765
H 0.585 4.460 2.871
H -0.156 1.104 -1.640
H -1.329 1.068 -3.817
H -2.920 2.875 -4.394
H -3.302 4.731 -2.797
H -2.084 4.795 -0.665
C -6.728 -0.410 0.139
C -5.229 -0.509 0.218
C -4.431 -0.413 -0.910
C -3.055 -0.537 -0.786
N -2.442 -0.723 0.380
C -3.209 -0.807 1.470
C -4.587 -0.715 1.436
H -7.060 -0.283 -0.891
H -7.091 0.437 0.724
H -7.195 -1.310 0.542
H -4.869 -0.270 -1.891
H -2.424 -0.504 -1.660
H -2.675 -0.953 2.404
H -5.155 -0.804 2.355
F 3.379 -5.752 -0.072
C 2.067 -5.973 0.107
C 1.168 -5.542 -0.779
N -0.179 -5.759 -0.639
C -1.093 -5.097 -1.562
C -1.205 -3.583 -1.327
O -1.995 -2.982 -2.052
O -0.400 -3.136 -0.454
C -0.688 -6.357 0.494
O -1.871 -6.530 0.698
N 0.276 -6.773 1.398
C 1.660 -6.650 1.322
O 2.388 -7.068 2.197
H 1.477 -4.987 -1.655
H -2.076 -5.548 -1.473
H -0.724 -5.250 -2.577
H -0.083 -7.195 2.241
S 0.038 -0.462 2.573
```

Computed properties:
HOMO energy (spin up / spin down) (hartree): -0.1285 / -0.1432
Total charge: -1
E_tot (Eh): -5214.37615
Spin multiplicity: 2
Orbital gap (spin up / spin down) (eV): 5.8805 / 6.2769
Energy above the lowest of the compared OMol25 structures with the same formula, charge and spin (kcal/mol): 0.00